19
Properties=species:S:1:pos:R:3:nbo_charge:R:1 method="wB97M-V/def2-TZVPD" energy_ev=-10484.284 homo_energy_ev=-10.250 orbital_gap_ev=10.732 smiles=OCCCCO.O multiplicity=1 e_above_lowest_kj_mol=82.5
C -1.292 -0.833 0.290 -0.0639
O -2.542 -1.257 0.874 -0.7229
C -0.089 -1.316 1.070 -0.4419
C 1.156 -0.418 0.919 -0.4110
C 1.350 0.151 -0.483 -0.0708
O 1.304 -0.870 -1.478 -0.7335
H -1.279 -1.188 -0.738 0.1652
H -1.386 0.255 0.319 0.1645
H -2.388 -2.098 1.314 0.4608
H 0.210 -2.298 0.666 0.2095
H -0.256 -1.471 2.143 0.2146
H 2.058 -0.986 1.124 0.2105
H 1.071 0.437 1.601 0.2064
H 2.335 0.635 -0.561 0.1746
H 0.671 0.977 -0.675 0.1654
H 0.608 -0.680 -2.113 0.4712
H -0.246 3.921 -2.106 0.4673
H -0.998 3.194 -1.020 0.4658
O -0.288 3.844 -1.146 -0.9319